DFT (the ωB97M-V functional and the def2-TZVPD basis) results for C29H52GeN9OPSi3Ti as an isolated structure in a non-equilibrium geometry.

Calculated values
E_tot in a.u.: -5840.435176
Total charge: +1
Kohn-Sham gap (spin up / spin down) in eV: 6.973 / 6.891
Multiplicity: 2
HOMO (spin up / spin down) in eV: -10.009 / -9.917
ΔE to the lowest compared entry with this formula, charge and spin in kJ/mol: 63.7
⟨S²⟩: 0.78

Last column: Löwdin charge in e.
Geometry (Å):
1 H -1.166 -3.969 1.618  0.02
2 N 0.577 -0.324 1.988  0.10
3 C -3.917 -1.143 -3.280  -0.22
4 H -3.010 -5.346 -1.907  0.04
5 H -0.672 4.714 3.491  0.08
6 Si -1.494 -3.721 -0.880  0.33
7 H 1.632 5.845 -1.170  0.09
8 C 2.660 -2.127 -1.429  -0.24
9 H -0.234 -0.113 -4.146  -0.01
10 H -4.887 -2.902 0.573  0.03
11 N 2.780 0.759 0.673  -0.02
12 N 3.992 2.092 1.943  -0.10
13 C 1.359 2.034 4.137  -0.21
14 C -1.917 2.102 0.660  -0.13
15 H 3.200 -0.115 -2.003  0.07
16 H -0.112 -5.070 0.729  0.02
17 H -0.451 -5.415 -2.315  0.04
18 C -2.656 -0.466 2.706  -0.22
19 H 4.291 2.890 3.856  0.10
20 C -4.221 -2.629 1.389  -0.22
21 N 1.325 1.833 -1.489  -0.02
22 H 0.764 -4.207 -1.932  -0.01
23 H 3.648 -3.247 1.200  0.08
24 H -4.701 0.293 -0.628  0.01
25 N 1.192 3.172 4.018  0.17
26 Ge -1.495 -1.317 -0.593  0.61
27 H -3.573 -3.476 1.611  0.01
28 C 2.744 -1.009 -2.431  -0.05
29 H 1.488 -3.746 -0.006  0.10
30 C 1.596 -2.842 0.597  -0.27
31 H -3.008 3.797 1.606  0.14
32 H 4.179 -0.853 0.618  0.10
33 H -3.814 -2.136 -3.723  0.02
34 C -1.003 -0.882 -4.073  -0.21
35 H -4.578 1.155 0.910  0.02
36 H -4.646 -1.210 -2.471  0.02
37 H -3.508 -0.212 3.344  0.04
38 H 2.233 -3.018 -1.892  0.10
39 C 0.041 2.866 1.177  -0.46
40 H 5.427 3.456 2.603  0.10
41 H 3.343 -1.327 -3.284  0.10
42 H -1.826 -5.428 0.887  0.04
43 H 0.636 -2.639 1.064  0.06
44 H -5.624 -0.244 0.768  0.04
45 H -4.328 -0.485 -4.051  0.04
46 P 1.760 3.369 0.869  1.20
47 C 1.399 2.027 -2.842  -0.10
48 H -1.370 5.702 2.173  0.10
49 C 2.328 -0.059 5.073  -0.23
50 H 3.749 4.048 2.641  0.06
51 C -0.623 4.957 2.433  -0.03
52 H -3.881 -4.448 -0.677  0.01
53 H 2.404 -3.889 2.260  0.10
54 N 3.008 -0.607 5.824  0.15
55 C -2.413 1.415 -2.706  -0.22
56 H 0.369 5.342 2.217  0.06
57 C 4.393 3.192 2.816  -0.01
58 H -0.506 -1.841 -3.918  0.00
59 Si -3.300 -1.031 1.029  0.33
60 H -0.464 -3.871 -3.158  0.02
61 C 4.706 0.945 1.768  -0.01
62 C -3.162 -4.349 -1.483  -0.20
63 H -3.606 -3.724 -2.258  0.01
64 H 2.759 -2.167 2.295  0.06
65 Ti 0.697 0.212 -0.042  0.80
66 C 3.952 0.132 0.972  -0.08
67 C -0.286 -4.341 -2.189  -0.20
68 N 1.985 3.897 -1.881  -0.11
69 C 1.687 2.989 -0.927  -0.43
70 H -4.842 -2.447 2.271  0.04
71 C 2.413 5.276 -1.669  -0.01
72 N -0.585 1.847 0.581  -0.04
73 H -1.521 1.910 -2.312  0.00
74 H -3.271 1.753 -2.121  0.02
75 H 2.613 5.724 -2.638  0.10
76 H 1.161 1.255 -3.549  0.09
77 H -1.504 -0.920 -5.044  0.04
78 C -1.106 -4.618 0.742  -0.22
79 H 3.649 -2.392 -1.044  0.12
80 O 1.819 -1.741 -0.330  -0.34
81 C -4.660 0.166 0.455  -0.21
82 H -1.990 0.396 2.666  -0.01
83 H 5.671 0.801 2.223  0.14
84 H 1.744 -0.771 -2.800  0.05
85 H -2.644 1.437 0.236  0.04
86 C 2.824 1.948 1.270  -0.46
87 H -2.113 -1.280 3.190  0.03
88 C 1.510 0.629 4.142  -0.24
89 H -2.563 1.762 -3.733  0.04
90 C 2.673 -3.032 1.641  -0.04
91 Si -2.255 -0.467 -2.717  0.30
92 C -2.108 3.277 1.327  -0.01
93 H 3.322 5.304 -1.072  0.09
94 C 1.006 0.018 3.013  -0.15
95 H 1.976 3.821 -4.022  0.13
96 C 1.804 3.301 -3.097  -0.02
97 N -0.870 3.757 1.638  -0.10



DFT (the ωB97M-V functional and the def2-TZVPD basis) results for C29H53BO2P2Yb as an isolated structure in a non-equilibrium geometry.

Calculated values
E_tot in a.u.: -3153.141412
Total charge: +1
Kohn-Sham gap (spin up / spin down) in eV: 5.677 / 5.704
Multiplicity: 2
HOMO (spin up / spin down) in eV: -8.875 / -9.090
ΔE to the lowest compared entry with this formula, charge and spin in kJ/mol: 0.0
⟨S²⟩: 0.76

Last column: Löwdin charge in e.
Geometry (Å):
1 C 4.243 0.954 -1.775  -0.16
2 H 3.370 -1.261 0.038  0.06
3 H -1.765 3.323 -1.666  0.06
4 H -2.982 -1.217 -3.048  0.09
5 H 4.597 4.160 -0.640  0.13
6 H -5.613 -0.515 -0.541  0.10
7 C -3.954 -1.215 -2.542  -0.02
8 H 1.834 -1.317 -3.112  0.03
9 C -3.528 -3.773 0.265  -0.01
10 C 4.993 2.149 -1.289  -0.18
11 O -3.034 -0.569 -0.449  0.01
12 H 1.374 1.088 5.835  0.10
13 H 4.414 3.933 -2.384  0.11
14 H -5.909 -2.226 -0.859  0.10
15 H -0.902 3.020 0.862  0.06
16 C -2.820 -3.783 -2.082  -0.01
17 H -5.152 -1.707 0.657  0.09
18 C -1.434 1.867 4.074  -0.08
19 C 0.523 0.193 4.046  -0.37
20 C -0.823 -3.025 2.759  -0.04
21 P -0.858 1.227 -0.829  0.92
22 C -0.047 2.676 0.251  -0.34
23 C -1.461 -0.565 3.163  -0.24
24 H -2.872 -4.636 0.464  0.10
25 B -1.708 -0.993 -0.378  -0.62
26 H 2.418 3.577 -0.170  0.09
27 C 2.075 2.984 -3.642  -0.17
28 H 0.189 3.486 -0.442  0.01
29 H -3.124 -1.157 1.972  0.05
30 H -2.297 -3.272 -2.888  0.08
31 H 0.018 -3.692 3.009  0.08
32 H -3.329 -1.376 3.736  0.10
33 C 3.292 2.092 -3.851  -0.17
34 C 1.804 3.292 -2.190  -0.14
35 O -1.680 -2.374 -0.499  0.02
36 H 2.595 -0.588 1.413  0.03
37 H -4.515 -4.194 0.002  0.10
38 H -2.229 -4.671 -1.851  0.10
39 C 2.717 3.344 -1.207  -0.12
40 C 2.590 -0.529 0.276  -0.33
41 H 1.178 2.526 -4.098  0.11
42 H 5.919 2.232 -1.890  0.13
43 H 2.846 -1.339 3.747  0.06
44 C -2.991 -2.905 -0.863  -0.45
45 C 1.931 -1.942 3.890  -0.08
46 H 1.518 1.197 -1.512  0.00
47 C 0.716 -1.145 3.634  -0.32
48 H -1.015 -3.123 1.675  0.06
49 H -3.426 0.252 2.980  0.08
50 H -3.781 -4.144 -2.462  0.10
51 H -1.086 2.436 -3.068  0.05
52 Yb 0.991 0.864 1.406  1.27
53 H -0.707 2.704 4.120  0.07
54 C -2.910 -0.712 2.957  -0.04
55 H -1.946 1.853 5.064  0.10
56 H -1.720 -3.370 3.305  0.09
57 C 1.863 -1.903 -2.177  -0.26
58 C -5.195 -1.520 -0.419  -0.01
59 H 4.603 -0.012 -1.386  0.11
60 C 4.202 3.457 -1.408  -0.18
61 H 3.166 -0.015 -3.339  0.09
62 C -1.609 2.314 -2.095  -0.22
63 C -0.804 0.589 3.712  -0.31
64 H -4.364 -0.205 -2.638  0.09
65 H 1.976 -2.375 4.914  0.10
66 H 1.323 -2.843 -2.383  0.05
67 H 1.979 -2.774 3.176  0.07
68 H 3.219 1.639 -4.858  0.13
69 C -3.834 -1.595 -1.076  -0.47
70 H -3.646 -3.223 1.214  0.08
71 H 5.310 1.993 -0.247  0.11
72 H 2.232 3.944 -4.169  0.13
73 H -2.189 2.172 3.328  0.07
74 H 4.211 2.695 -3.862  0.11
75 C 3.476 0.941 -2.874  -0.11
76 C -0.518 -1.629 3.126  -0.24
77 H 1.477 2.077 4.365  0.06
78 H 2.900 0.461 -0.149  0.01
79 H -4.630 -1.891 -3.078  0.10
80 H 0.511 0.349 -2.618  0.07
81 H 2.523 0.656 4.559  0.06
82 H 0.969 2.776 0.836  0.02
83 H 0.776 3.629 -2.033  0.08
84 H 2.908 -2.152 -1.916  0.06
85 C 1.517 1.048 4.744  -0.07
86 C 0.661 0.521 -1.556  -0.57
87 H -2.606 1.900 -2.327  0.05
88 P 1.072 -1.117 -0.740  0.92